Formula: C20H25N5O4S2
Source: the Open Molecules 2025 dataset
Level of theory: ωB97M-V/def2-TZVPD

Values from the calculation:
* LUMO level: -0.98 eV
* SMILES: O=C(/C=C/c1ccc(S(=O)(=O)N2CCOCC2)cc1)NC(=S)NCCCn1ccnc1
* frontier orbital gap: 0.272 Ha
* highest occupied orbital energy: -8.4 eV
* energy relative to the best compared isomer or geometry (same formula, charge and spin): 34.96 kcal per mole

Geometry as ORCA input:
```
! RIJCOSX wB97M-V def2-TZVPD def2/J DEFGRID3
* xyz 0 1
O -2.44121 -0.65447 0.14645
C -2.02046 0.07838 -0.72315
C -0.59045 0.23489 -1.04006
C 0.32079 -0.46912 -0.35619
C 1.75927 -0.46063 -0.53580
C 2.41105 0.43279 -1.39312
C 3.78494 0.39558 -1.53283
C 4.52052 -0.53276 -0.81893
S 6.31030 -0.56239 -0.98799
O 6.63814 0.01432 -2.25666
O 6.75770 -1.88376 -0.66651
N 6.93378 0.44669 0.16977
C 6.92844 0.01763 1.54804
C 5.74640 0.62946 2.30852
O 5.72528 2.03332 2.16720
C 5.62304 2.41735 0.81328
C 6.80119 1.87368 -0.00292
C 3.90077 -1.43363 0.02702
C 2.52730 -1.39320 0.17152
N -2.83411 0.84953 -1.53307
C -4.19065 1.12471 -1.37745
S -4.66805 2.69419 -1.54437
N -5.07730 0.15430 -1.14605
C -4.91778 -1.27769 -1.25888
C -5.07886 -2.00881 0.07898
C -6.53025 -2.09907 0.55886
N -7.11031 -0.80693 0.79981
C -6.78614 0.05972 1.80599
C -7.53375 1.18233 1.59479
N -8.30269 1.02565 0.48688
C -8.02731 -0.16516 0.03335
H -0.32732 0.91361 -1.83667
H -0.05675 -1.13192 0.41384
H 1.84260 1.16171 -1.94846
H 4.30226 1.06482 -2.20234
H 6.88975 -1.07080 1.55003
H 7.86554 0.34688 2.01085
H 5.83503 0.43698 3.37881
H 4.79913 0.20584 1.93903
H 5.62208 3.50839 0.81015
H 4.67224 2.05065 0.39489
H 6.67568 2.06268 -1.06813
H 7.72803 2.34616 0.34128
H 4.50365 -2.16246 0.54565
H 2.03441 -2.09369 0.82921
H -2.37091 1.60727 -2.02196
H -6.02180 0.49660 -1.01294
H -3.92561 -1.48378 -1.65997
H -5.66325 -1.64744 -1.97333
H -4.46505 -1.50202 0.82270
H -4.69452 -3.02247 -0.03795
H -7.14324 -2.60761 -0.19145
H -6.56283 -2.68356 1.48444
H -6.07361 -0.19047 2.56426
H -7.56778 2.08857 2.16418
H -8.47733 -0.61085 -0.83262
*
```

Formula: C5H13NO2
Source: the Open Molecules 2025 dataset
Level of theory: ωB97M-V/def2-TZVPD

Values from the calculation:
* LUMO level: 0.70 eV
* SMILES: CCC(=O)O.CCN
* frontier orbital gap: 0.385 Ha
* highest occupied orbital energy: -9.8 eV
* energy relative to the best compared isomer or geometry (same formula, charge and spin): 36.37 kcal per mole

Geometry as ORCA input:
```
! RIJCOSX wB97M-V def2-TZVPD def2/J DEFGRID3
* xyz 0 1
C -2.32220 1.83295 -1.27561
C -1.30104 0.80548 -0.77842
C 0.03695 0.99211 -1.52444
O 0.05602 1.25763 -2.68809
O 1.11941 0.81433 -0.76836
H -2.18417 2.78413 -0.75822
H -3.32841 1.46179 -1.11651
H -2.09828 2.08175 -2.30950
H -1.07649 0.78238 0.28333
H -1.65879 -0.17887 -1.05541
H 1.50993 0.04798 -0.33835
C 0.33216 -2.74013 2.65556
C 1.11089 -1.92874 1.59506
N 1.18094 -0.46921 1.71669
H -0.74143 -2.60044 2.51701
H 0.40939 -2.31353 3.66343
H 0.79656 -3.71990 2.61440
H 2.14570 -2.26115 1.64275
H 0.65456 -2.15620 0.65572
H 1.86051 -0.17382 2.40361
H 0.28642 -0.08365 1.99445
*
```

Formula: C10H14NO
Source: the Open Molecules 2025 dataset
Level of theory: ωB97M-V/def2-TZVPD

Values from the calculation:
* LUMO level: 3.62 eV
* frontier orbital gap: 0.181 Ha
* highest occupied orbital energy: -1.3 eV

Geometry as ORCA input:
```
! RIJCOSX wB97M-V def2-TZVPD def2/J DEFGRID3
* xyz -1 1
C 3.13060 1.19840 -0.55797
C 1.72818 0.70505 0.00519
C 1.57582 -0.80070 -0.50123
N 1.82183 -1.63263 0.71096
O 0.72394 1.60032 -0.54162
C -0.32308 1.82615 0.40708
C -1.29827 0.59248 0.30309
C -2.23798 0.59663 -0.81097
C -3.11461 -0.57687 -0.93182
C -2.98994 -1.64053 0.04595
C -2.05904 -1.63657 1.16111
C -1.18217 -0.47156 1.28423
H 3.92092 0.48343 -0.19509
H 3.04712 1.08368 -1.67526
H 3.32800 2.25557 -0.24784
H 1.68960 0.70086 1.12160
H 0.52819 -1.01948 -0.86461
H 2.33263 -1.01907 -1.30962
H 2.34180 -2.47553 0.44038
H -0.90969 2.75393 0.14208
H 0.06214 1.99378 1.44732
H -2.26569 1.44154 -1.53827
H -3.82129 -0.57063 -1.78987
H -3.64825 -2.53811 -0.06493
H -1.96666 -2.48133 1.88218
H -0.41410 -0.36879 2.07792
*
```

Formula: C4H9NS
Source: the Open Molecules 2025 dataset
Level of theory: ωB97M-V/def2-TZVPD

Values from the calculation:
* LUMO level: 1.04 eV
* SMILES: C=NSC(C)C
* frontier orbital gap: 0.352 Ha
* highest occupied orbital energy: -8.6 eV
* energy relative to the best compared isomer or geometry (same formula, charge and spin): 41.94 kcal per mole

Geometry as ORCA input:
```
! RIJCOSX wB97M-V def2-TZVPD def2/J DEFGRID3
* xyz 0 1
C -2.68858 -0.35940 0.75689
N -1.67740 -0.00194 0.06971
S -0.04942 -0.21558 0.79589
C 0.96014 0.51329 -0.45987
C 0.71159 -0.24242 -1.73616
C 2.35431 0.53688 -0.02377
H -2.55328 -0.73844 1.75767
H -3.70593 -0.35209 0.42078
H 0.53260 1.47042 -0.52871
H 1.50608 0.20353 -2.47056
H -0.32939 -0.21848 -2.06245
H 0.89714 -1.29170 -1.76004
H 2.94410 1.07768 -0.90436
H 2.73319 -0.52158 0.20828
H 2.48321 1.14335 0.89462
*
```

Formula: C46H116N8O15
Source: the Open Molecules 2025 dataset
Level of theory: ωB97M-V/def2-TZVPD

Values from the calculation:
* LUMO level: 0.38 eV
* SMILES: COC[C@H](C)N.COCCNCCOC.COCCNCCOC.COCCNCCOC.COCCNCCOC.COCCNCCOC.COCCNCCOC.COCCNCCOC
* frontier orbital gap: 0.322 Ha
* highest occupied orbital energy: -8.4 eV
* energy relative to the best compared isomer or geometry (same formula, charge and spin): 170.31 kcal per mole

Geometry as ORCA input:
```
! RIJCOSX wB97M-V def2-TZVPD def2/J DEFGRID3
* xyz 0 1
C 3.29935 -12.55495 0.99744
O 2.82059 -13.75577 1.55042
C 3.66423 -14.92932 1.51395
C 3.25331 -15.99942 2.60723
C 3.21299 -15.51318 4.06314
N 3.93061 -17.26980 2.44772
H 4.32772 -12.27599 1.22712
H 2.68861 -11.71126 1.31886
H 3.12557 -12.53778 -0.07848
H 3.67618 -15.21310 0.46161
H 4.68980 -14.56603 1.57962
H 2.17494 -16.05623 2.45890
H 2.66689 -16.14052 4.76764
H 2.56855 -14.63417 4.05129
H 4.21679 -15.29793 4.42942
H 4.86066 -17.38382 2.07075
H 3.40228 -17.86669 1.82748
C -0.57178 -3.63266 2.67837
O -0.55857 -2.17236 2.41441
C -1.78193 -1.69371 1.75299
C -1.74494 -0.17530 1.65279
N -0.59950 0.23872 0.78800
C -0.55976 1.71618 0.69548
C 0.77808 2.03079 -0.01712
O 0.80295 1.35423 -1.33468
C 0.66760 2.22349 -2.42326
H -0.62033 -4.21460 1.75799
H -1.38958 -3.78145 3.38348
H 0.35671 -3.86513 3.19988
H -2.66468 -2.01632 2.30504
H -1.99258 -2.06968 0.75180
H -1.58516 0.39077 2.57046
H -2.64257 0.22440 1.18096
H 0.21523 -0.25987 1.11623
H -0.45422 2.16769 1.68194
H -1.38152 2.26948 0.24090
H 1.58504 1.54679 0.53302
H 1.13531 3.06045 -0.03406
H 1.00315 1.91278 -3.41268
H 1.23080 3.15517 -2.36962
H -0.38721 2.49681 -2.45084
C 1.37635 0.37858 9.01614
O 0.39648 1.38790 8.69151
C -0.92919 1.28701 9.10826
C -1.11966 1.90041 10.52523
N -2.50463 1.90141 10.86717
C -3.05765 0.79528 11.71847
C -2.90029 -0.69059 11.12609
O -3.77189 -1.57523 11.76512
C -3.91608 -2.85033 11.17357
H 1.49913 0.22055 10.08760
H 2.34468 0.64971 8.59553
H 1.15183 -0.59093 8.57146
H -1.30914 0.26950 9.01647
H -1.47114 1.94994 8.43379
H -0.81243 2.94165 10.42763
H -0.43661 1.41810 11.22447
H -2.75167 2.82647 11.18861
H -4.08758 0.98370 12.02152
H -2.53270 0.74541 12.67242
H -1.89936 -1.12159 11.10402
H -3.20326 -0.62880 10.08086
H -4.23758 -3.59172 11.90506
H -2.92449 -3.20730 10.89531
H -4.53093 -2.90956 10.27550
C -5.40269 -14.76879 10.67807
O -5.04987 -13.64101 10.04092
C -5.52334 -13.50023 8.68851
C -5.65201 -12.02417 8.33228
N -6.49904 -11.66948 7.20009
C -6.36376 -12.47408 6.00413
C -5.11003 -12.16893 5.20184
O -5.18006 -12.92676 4.03969
C -3.90304 -12.82796 3.38522
H -6.48294 -14.89338 10.75328
H -5.15002 -14.68464 11.73505
H -4.98141 -15.61503 10.13541
H -6.42932 -14.00066 8.34668
H -4.78404 -14.05291 8.10878
H -4.70155 -11.60227 8.00561
H -5.86787 -11.41189 9.20785
H -7.45863 -11.58981 7.50499
H -7.22311 -12.50015 5.33412
H -6.15259 -13.52696 6.19110
H -4.25459 -12.52478 5.77602
H -5.09012 -11.08351 5.10402
H -3.26277 -13.64790 3.71063
H -3.35954 -11.94231 3.71434
H -3.87956 -12.74795 2.29841
C 1.56860 10.21628 -4.42584
O 2.25212 9.95207 -5.60720
C 2.40900 11.06205 -6.49065
C 3.49742 10.79250 -7.57622
N 4.90638 10.72741 -7.01875
C 5.42964 12.00709 -6.66009
C 6.92832 11.89087 -6.05315
O 7.11790 11.95108 -4.63354
C 6.93372 13.24580 -4.19171
H 0.70628 10.86900 -4.56176
H 2.14589 10.67171 -3.62122
H 1.16856 9.25262 -4.11051
H 2.52824 11.97568 -5.90828
H 1.48403 11.41786 -6.94445
H 3.36834 11.54308 -8.35600
H 3.19042 9.89450 -8.11236
H 4.73972 10.29520 -6.12124
H 4.83331 12.45019 -5.86249
H 5.45681 12.82672 -7.37811
H 7.62039 12.50661 -6.62761
H 7.40259 10.98069 -6.42021
H 5.86520 13.43399 -4.08699
H 7.41913 14.08476 -4.69034
H 7.28797 13.29339 -3.16198
C 3.07674 0.00950 -12.57033
O 3.83593 -0.68138 -13.59591
C 4.29690 0.00111 -14.75325
C 4.74478 -1.10248 -15.62480
N 5.99658 -1.60206 -15.02840
C 6.59060 -2.62426 -15.81184
C 7.90059 -3.28160 -15.11339
O 8.25560 -4.50912 -15.71925
C 9.45463 -5.08339 -15.33441
H 2.73262 -0.65609 -11.77872
H 2.34980 0.63065 -13.09363
H 3.78411 0.75310 -12.20318
H 4.93553 0.86807 -14.58402
H 3.38410 0.32585 -15.25266
H 4.97721 -0.94729 -16.67837
H 4.09390 -1.97678 -15.63038
H 5.83485 -1.94000 -14.09045
H 6.66578 -2.37109 -16.86936
H 5.81410 -3.38419 -15.89925
H 7.75575 -3.46032 -14.04795
H 8.65454 -2.50614 -15.24879
H 9.42443 -5.31351 -14.26940
H 10.47091 -4.79197 -15.59968
H 9.57147 -6.05747 -15.80941
C -8.04223 3.45595 -1.40003
O -9.34285 2.87064 -1.66739
C -9.70840 1.94133 -0.60516
C -8.81279 0.62361 -0.37245
N -8.58490 0.08272 -1.65005
C -7.68723 -1.02378 -1.49291
C -7.12421 -1.69483 -2.78620
O -6.31197 -0.85284 -3.62102
C -5.13454 -0.33053 -3.08571
H -8.01921 3.91902 -0.41355
H -7.76826 4.25751 -2.08599
H -7.32043 2.65641 -1.56689
H -10.73990 1.67604 -0.83695
H -9.79597 2.47535 0.34102
H -9.47518 -0.04101 0.18219
H -7.92971 0.85990 0.22121
H -8.29429 0.83769 -2.25476
H -8.16113 -1.79351 -0.88377
H -6.87069 -0.67948 -0.85822
H -7.96003 -2.11935 -3.34232
H -6.61863 -2.61286 -2.48674
H -5.45381 0.56088 -2.54574
H -4.28665 -0.06032 -3.71514
H -4.85367 -1.07941 -2.34518
C 3.49242 11.75039 1.04980
O 2.67643 10.93746 1.90076
C 2.84046 10.97424 3.32660
C 2.77179 12.33522 4.05061
N 1.41753 12.94949 3.85372
C 1.44099 14.37834 3.92984
C 1.92131 15.11818 2.74672
O 1.17098 14.80361 1.57132
C 1.49807 15.46267 0.41641
H 4.52417 11.47611 1.26977
H 3.06884 12.75471 1.04644
H 3.43445 11.39891 0.01965
H 3.77158 10.44889 3.53903
H 2.05170 10.31298 3.68533
H 3.44379 13.10852 3.67840
H 2.96166 12.29688 5.12327
H 1.16764 12.77957 2.88998
H 2.04737 14.64165 4.79649
H 0.42572 14.69314 4.17115
H 2.95751 14.89747 2.49042
H 1.79825 16.18847 2.91234
H 0.88395 15.03103 -0.37394
H 2.50559 15.33841 0.01945
H 1.13316 16.48947 0.44130
*
```

Formula: C6H9NO
Source: the Open Molecules 2025 dataset
Level of theory: ωB97M-V/def2-TZVPD

Values from the calculation:
* LUMO level: 1.09 eV
* frontier orbital gap: 0.362 Ha
* highest occupied orbital energy: -8.8 eV
* energy relative to the best compared isomer or geometry (same formula, charge and spin): 181.49 kcal per mole

Geometry as ORCA input:
```
! RIJCOSX wB97M-V def2-TZVPD def2/J DEFGRID3
* xyz 0 1
C -0.37465 -0.09639 -2.39707
C -0.05142 0.55450 -1.06657
C 0.78830 0.38681 0.84642
C 0.58219 -0.35777 2.12092
C -0.60678 -0.46628 2.39394
C -0.49497 0.00312 0.28499
H -0.02682 -1.13266 -2.58963
H 0.03632 0.52319 -3.37904
H -1.45020 0.02126 -2.47087
H -0.74694 1.75175 -1.22545
H 1.66516 -0.72116 -0.52986
H 1.06227 1.53373 1.03849
H 1.28399 -1.00331 2.76717
H -1.10995 -0.55318 3.21703
H -0.62480 -1.03137 0.17272
N 1.34740 0.20963 -0.57377
O -1.27907 0.37814 1.39056
*
```